53
Properties=species:S:1:pos:R:3:lowdin_charge:R:1 method="wB97M-V/def2-TZVPD" total_energy_ha=-4768.1068 relative_energy_kcal_mol=0.0 lumo_energy_ha="0.0223 / -0.0579" gap_ev="8.29 / 6.14" multiplicity=5
H -5.55 0.50 -1.51 0.1138
O -3.11 0.96 -0.27 -0.1803
C -4.03 1.83 -2.32 -0.1632
H -8.31 4.47 -0.86 0.0911
C -7.70 5.28 -1.29 -0.0238
H -1.95 0.63 1.65 0.0955
H -2.64 -0.47 -1.77 0.1107
H 2.17 2.13 1.60 0.1146
H 1.19 2.46 -1.40 0.1199
H -0.57 -0.62 3.58 0.1064
C -0.88 0.69 1.82 -0.0598
H -3.45 1.86 -3.25 0.1118
C -7.97 4.08 -3.56 -0.0694
H -6.93 5.57 -0.56 0.0897
H 0.13 -1.48 -3.00 0.1043
C 0.17 0.63 -2.26 -0.0920
H 3.33 0.82 -1.09 0.1192
H -8.35 6.15 -1.48 0.0926
C 2.19 -2.34 1.10 -0.8843
H -6.77 6.76 -3.48 0.0933
C -6.16 5.89 -3.19 -0.0214
C -0.14 0.05 2.84 -0.0926
H -7.88 4.39 -4.61 0.1133
C -4.59 0.41 -2.05 -0.1504
H -4.81 2.59 -2.37 0.0577
C 1.20 0.49 2.79 -0.0702
H -4.75 -0.17 -2.97 0.1098
Se 2.90 -3.78 1.79 0.5563
O -6.25 3.60 -2.29 -0.1437
C 2.33 0.50 -1.36 -0.2131
C 1.16 1.37 -1.52 -0.2267
H -3.60 2.97 -0.47 0.1254
H -6.54 2.47 -4.06 0.1209
C -3.17 2.15 -1.08 -0.1862
C -7.03 4.81 -2.57 -0.5686
H -0.32 2.44 0.51 0.1065
H -2.14 2.46 -1.39 0.0990
H 1.96 0.23 3.52 0.1197
H 2.60 -1.67 -1.91 0.1148
Co 1.07 0.24 0.12 0.6190
C -7.12 2.87 -3.22 -0.1549
C 1.34 1.44 1.71 -0.1951
H -9.01 4.00 -3.22 0.1125
H -5.65 5.52 -4.09 0.0907
H -0.73 1.04 -2.71 0.0968
C 0.00 1.60 1.11 -0.2097
H -7.65 2.07 -2.69 0.1201
N 1.69 -1.34 0.68 -0.0310
C -3.50 -0.15 -1.13 -0.1883
H -5.41 6.22 -2.47 0.0889
C 1.95 -0.80 -1.87 -0.1169
H -3.81 -0.98 -0.50 0.1214
C 0.65 -0.69 -2.45 -0.0938



125
Properties=species:S:1:pos:R:3:lowdin_charge:R:1 method="wB97M-V/def2-TZVPD" total_energy_ha=-4201.8132 relative_energy_kcal_mol=26.4 lumo_energy_ha=0.0750 charge=-1 gap_ev=7.01 multiplicity=1
C -2.71 0.34 -2.06 -0.0399
C -0.14 0.44 -4.87 -0.1120
C 2.70 -5.11 1.84 -0.0598
C -0.42 1.32 -5.92 -0.0610
C -0.84 7.10 -0.38 -0.0891
C -4.08 0.30 -1.86 -0.0726
O -2.39 -1.64 0.73 -0.0429
C -0.48 2.74 3.98 -0.2153
C -0.92 4.67 -0.51 -0.1078
H 2.14 -7.34 -0.64 0.1004
C 0.74 4.83 -5.08 0.0127
C 3.04 -3.12 -4.12 -0.0982
C -2.56 -3.53 -3.29 -0.0672
H -2.06 2.92 -3.13 0.1187
C -5.00 3.28 0.51 -0.0915
O -1.02 2.26 -0.37 -0.4131
H 0.05 3.67 3.81 0.0528
O 0.56 1.47 1.98 -0.5954
H 2.68 4.49 -3.16 0.0952
H -4.14 -4.95 -3.00 0.0944
S -0.81 2.02 2.39 0.9995
C 0.20 7.04 0.54 -0.1126
C 2.09 -3.98 1.28 -0.1957
C 0.63 4.17 -3.73 -0.5885
H 1.60 4.17 -1.79 0.0706
C 2.87 -1.47 -1.89 -0.0844
H 1.75 0.15 2.41 0.0308
C -0.57 0.66 -3.40 -0.4138
H -4.48 0.14 -0.86 0.1025
H 1.66 2.27 -0.61 -0.0297
C -3.07 0.62 3.01 -0.0828
H -1.43 2.94 4.48 0.0644
H -0.10 4.51 -5.71 0.0817
C 1.51 -5.29 -0.63 -0.0990
C 0.12 4.63 0.41 -0.0507
H -2.61 -0.72 0.60 0.0156
C 1.99 -3.26 -3.23 -0.1129
H -1.20 -2.41 4.49 0.1069
C -1.53 -4.47 -0.89 -0.1198
C -3.04 3.48 -0.92 -0.1246
H 0.64 7.95 0.94 0.0891
H -5.43 3.04 1.47 0.0907
C 0.54 -0.73 -5.17 -0.0102
C 1.68 4.67 -2.75 0.0318
H -0.29 1.72 -8.01 0.0929
H 1.55 5.74 -2.58 0.0949
C -3.11 -1.53 4.07 -0.0791
H 4.83 -2.03 -4.60 0.0959
C -5.83 3.70 -0.53 -0.1092
H 0.72 5.91 -4.98 0.0871
H -3.47 4.21 -2.90 0.1150
C 1.46 -4.06 0.03 -0.2607
C -5.26 4.03 -1.75 -0.0873
H -2.28 -2.02 -0.15 0.0122
C -0.08 2.13 -2.93 -0.1223
C 4.01 -2.15 -3.90 -0.0924
H 1.67 4.53 -5.56 0.0928
C 0.91 -1.04 -6.48 -0.0831
H 0.12 2.04 4.56 0.0634
H -1.16 -4.82 0.06 0.1062
H 1.04 -5.38 -1.60 0.0980
O -0.04 -0.26 -2.55 -0.3923
C -2.71 -5.00 -1.40 -0.0948
H 1.21 -3.99 -3.43 0.1019
C -1.51 3.33 -1.05 -0.4135
C -1.68 0.59 3.04 -0.3711
C 3.92 -1.33 -2.79 -0.0708
H 0.50 3.67 0.70 0.0670
H 2.53 -2.88 3.15 0.1230
H -5.08 0.76 -5.05 0.0921
C -0.06 1.02 -7.22 -0.0908
H 3.10 -3.76 -4.99 0.0985
H 2.82 -0.81 -1.03 0.0918
H -2.20 6.01 -1.61 0.1113
H -4.87 -0.43 3.50 0.1061
H -2.04 0.23 -1.22 0.0572
C -3.63 3.19 0.30 -0.0357
O 2.43 2.07 -0.05 -0.0818
H -0.91 2.26 -5.71 0.1105
H -6.03 0.43 -2.78 0.0940
H 0.09 -0.53 3.57 0.0943
C 2.20 -2.76 2.12 -0.1073
H 0.55 1.94 -2.04 0.0816
H -3.67 -2.37 4.47 0.1026
H -2.96 -3.13 -4.22 0.1056
C -4.95 0.46 -2.93 -0.1045
O 0.73 2.77 -3.91 -0.0190
H -2.67 0.85 -5.39 0.0942
H 0.79 -1.38 -4.34 0.0777
H 0.88 -0.41 -8.53 0.0870
C 0.60 -0.17 -7.51 -0.1143
H 2.03 2.02 0.83 -0.0012
C -0.99 -0.50 3.57 -0.0561
H -5.88 4.37 -2.57 0.0971
H 3.16 -5.02 2.81 0.1034
H 1.50 5.72 1.64 0.0972
C -4.42 0.65 -4.19 -0.0902
K 0.21 0.46 -0.47 0.7294
P 0.59 -2.59 -0.79 1.1305
C 0.68 5.80 0.93 -0.0851
H 4.67 -0.55 -2.62 0.1029
C 2.13 -6.40 -0.08 -0.0793
C -3.88 3.93 -1.94 -0.0378
C 1.89 -2.44 -2.11 -0.3557
C -3.22 -4.53 -2.61 -0.0975
C -1.39 5.93 -0.89 -0.0236
C -1.15 3.19 -2.60 -0.1235
N 1.96 -1.59 1.70 0.0167
C -1.72 -1.56 4.09 -0.0623
C -3.79 -0.45 3.54 -0.0743
C 2.72 -6.32 1.17 -0.0907
C -3.04 0.71 -4.38 -0.0279
H -2.98 2.88 1.11 0.0609
H -3.23 -5.77 -0.84 0.0959
C -1.38 -3.00 -2.79 -0.0786
H 3.20 -7.18 1.62 0.0973
H -0.88 -2.17 -3.28 0.0805
H -1.23 8.06 -0.70 0.0936
H 1.44 -1.97 -6.68 0.0891
H -6.90 3.77 -0.39 0.0898
O -0.68 4.39 -3.22 -0.0215
C -0.83 -3.47 -1.59 -0.3762
C -2.15 0.57 -3.32 -0.0989
H -3.59 1.46 2.57 0.0910
O 2.21 -0.66 2.72 -0.0868



88
Properties=species:S:1:pos:R:3:lowdin_charge:R:1 method="wB97M-V/def2-TZVPD" total_energy_ha=-5027.4177 lumo_energy_ha="-0.1124 / -0.0889" charge=+1 gap_ev="8.47 / 9.11" multiplicity=2
C -2.89 -2.09 3.27 -0.1572
C 4.97 -0.73 0.54 -0.0788
Cl 2.13 1.48 -1.42 0.0466
O -2.96 0.98 -2.69 -0.2353
C -3.22 -1.70 -3.75 -0.2320
H -5.02 -1.70 3.67 0.1230
O 3.63 -2.03 -1.29 -0.2506
H -2.30 -2.41 2.41 0.0990
H 5.24 -3.26 -3.94 0.0918
H -3.76 4.41 1.95 0.0776
H -0.08 -3.39 -0.11 0.0978
O -2.65 2.34 0.18 -0.2728
C 3.41 3.25 1.74 -0.2519
O 2.45 -1.25 0.63 -0.3479
H 4.45 -3.90 -1.75 0.1287
S -2.45 -0.06 -1.86 0.5827
H -2.23 -3.55 -4.14 0.0874
V 0.78 0.00 0.01 0.8062
H -1.25 -0.72 3.81 0.0989
C -4.31 3.58 1.52 -0.0486
O 1.02 -2.33 -3.54 0.0271
O -0.20 -0.69 1.04 -0.2431
H -4.22 2.75 2.21 0.0720
H 4.84 -1.55 -3.65 0.0903
H 4.18 2.50 1.95 0.1168
O 0.88 -3.76 -1.93 0.0503
H -4.09 -2.15 -3.25 0.1211
H -1.74 -2.24 -5.24 0.0792
H -4.55 -0.92 -1.22 0.0858
H 3.43 5.40 1.29 0.0848
O -2.24 -1.37 -2.73 -0.2525
H 2.93 1.97 4.96 0.0854
C -4.28 -1.63 2.86 -0.1979
H -1.86 3.93 -1.77 0.0744
H 5.04 4.64 1.39 0.0851
H -4.62 2.65 -0.35 0.1252
H 5.88 -1.08 0.07 0.0760
H -2.31 0.74 2.44 0.0971
H -3.24 -1.34 -0.06 0.0823
H 2.22 0.34 4.68 0.0839
C -2.57 -2.68 -4.70 -0.0506
H -3.92 0.29 -0.09 0.0608
H 5.64 -2.64 -1.52 0.1173
S -1.24 3.01 0.31 0.5694
H 4.14 4.97 2.81 0.0880
C 0.91 -2.49 -2.25 -0.5859
C 1.02 -0.96 -4.03 0.0168
H -3.64 4.05 -0.51 0.1194
H -4.70 -2.19 2.03 0.1132
H 1.42 -1.04 -5.04 0.1053
O -4.16 -0.26 2.46 -0.1543
O 4.00 -3.14 0.84 -0.2103
C 2.77 1.17 4.25 -0.0852
C -3.66 -0.57 -0.70 -0.0817
C -3.04 0.31 3.12 -0.2018
C 4.02 4.62 1.77 -0.0558
C -3.81 3.19 0.14 -0.2326
H 1.54 -4.16 0.01 0.0929
O -1.31 4.10 1.20 -0.2099
C 4.57 -2.58 -3.42 -0.0374
S 3.68 -1.89 0.27 0.5783
H -0.26 4.44 -1.26 0.0863
H -2.57 -0.79 4.97 0.1129
O 1.77 1.03 1.84 -0.3689
H 3.00 3.03 0.76 0.0722
O -0.36 1.92 0.57 -0.3720
C 0.61 -4.09 -0.57 0.0116
H 3.56 -2.82 -3.77 0.0733
H -0.48 2.80 -1.91 0.0424
H -5.36 3.87 1.47 0.0888
H -3.35 1.06 3.85 0.1203
S 1.69 1.84 3.03 0.5638
O 2.35 3.22 2.72 -0.2206
O 0.43 2.11 3.60 -0.2126
H 0.15 -5.08 -0.56 0.1053
H -0.02 -0.64 -4.13 0.0889
H 3.70 0.82 3.82 0.0673
H -3.31 -2.99 -5.44 0.0905
O -1.20 0.13 -1.20 -0.3357
C -0.93 3.59 -1.32 -0.0960
H 1.60 -0.31 -3.39 0.0404
H -3.56 -0.80 -4.26 0.1203
C -2.33 -0.81 3.90 -0.1507
C 4.65 -2.84 -1.93 -0.2195
H 5.08 -0.68 1.63 0.0833
O 0.86 -1.57 -1.44 -0.0334
H -2.95 -2.89 4.00 0.1133
H 4.60 0.23 0.17 0.0648



13
Properties=species:S:1:pos:R:3:lowdin_charge:R:1 method="wB97M-V/def2-TZVPD" total_energy_ha=-340.6520 relative_energy_kcal_mol=89.7 lumo_energy_ha=0.0369 gap_ev=8.57 multiplicity=1 smiles="C=C1NOC=C1N"
O -2.14 0.02 0.40 -0.0559
C -1.32 -1.03 0.00 -0.0592
H 2.00 -1.19 -0.01 0.0814
N -1.31 1.03 -0.17 0.0207
H 1.02 -2.45 0.49 0.0950
H -1.82 -1.98 -0.02 0.1188
H 0.92 2.61 -0.26 0.0464
H -1.65 1.94 0.12 0.1441
C 0.01 -0.76 0.05 -0.2756
C 1.08 1.55 -0.16 0.0421
H 2.07 1.20 -0.36 0.0412
C 0.06 0.70 -0.01 -0.3057
N 1.09 -1.62 -0.09 0.1066



110
Properties=species:S:1:pos:R:3:lowdin_charge:R:1 method="wB97M-V/def2-TZVPD" total_energy_ha=-4189.2124 lumo_energy_ha=-0.1049 charge=+1 gap_ev=9.11 multiplicity=1
O 4.51 -2.84 2.54 -0.0430
C 3.20 4.47 -0.52 -0.5596
N 0.99 1.67 -0.54 0.0824
H 2.16 2.58 -2.02 0.1522
O -6.29 -0.51 -2.32 -0.0661
H -3.15 -3.65 0.42 -0.0794
H 3.96 4.63 -1.29 0.0805
H 1.81 -2.63 -0.87 0.0531
H 3.93 -4.68 -1.78 0.0471
O -7.33 -4.89 -2.77 -0.0510
H 4.18 2.62 -0.15 0.1246
H 2.86 1.20 -1.22 0.1173
O 4.43 -0.40 4.39 -0.0581
O -7.04 4.53 1.01 -0.0424
H -3.59 -4.25 -2.59 0.0557
H -6.65 -5.47 -3.14 0.0455
H 9.61 4.64 0.03 0.0312
O -6.40 2.34 -0.99 -0.0636
O -2.61 3.24 1.51 -0.0929
H 8.32 5.42 -0.22 -0.0172
H -5.39 -2.73 2.57 0.0390
H 1.09 -5.98 5.72 0.0183
H -2.21 -4.25 -4.06 -0.0200
H -2.48 -7.53 -1.10 -0.0104
H 3.95 7.90 4.41 0.0370
H -3.78 -4.67 1.35 0.0380
H -8.87 -3.28 -2.99 0.0388
C 1.29 -0.66 -1.56 -0.1892
H -6.11 1.43 -0.83 0.0050
H -1.40 -5.38 -4.68 0.0321
O -3.06 -3.46 -2.41 -0.1161
O -5.32 -3.65 2.84 -0.0457
H -3.72 1.96 -0.48 0.0957
Cl 3.56 5.51 0.88 0.6830
I -1.79 -1.44 -0.24 1.2996
H -0.36 -8.79 -2.64 0.0505
H -2.97 3.77 0.79 0.0755
H -0.50 3.89 1.43 0.0844
H -1.93 5.85 0.66 0.1089
C -0.67 0.26 -0.22 -0.6461
O 2.33 -5.26 1.83 -0.0539
O 1.33 -0.04 -4.65 -0.0531
O 7.45 5.83 -3.92 -0.0551
H 4.23 0.21 2.06 0.0462
H 2.14 -6.15 1.51 0.0353
C 2.31 2.12 -1.04 -0.0643
H 0.11 -7.60 -1.82 0.0417
H -6.01 -3.78 3.49 0.0468
O -2.04 5.37 -0.17 -0.1210
H 2.27 4.81 -0.95 0.0377
H 3.18 -1.48 -0.79 0.0779
H 1.57 0.19 -5.56 0.0446
H 4.25 -1.96 2.24 -0.0008
O -3.60 1.30 0.22 -0.1189
H 0.61 -1.22 -2.19 0.0974
O -8.61 -2.39 -2.74 -0.0532
C 2.11 -1.61 -0.64 -0.0642
H -6.85 -4.17 -2.36 0.0235
H 3.81 -3.42 2.23 0.0212
H 7.24 5.00 -4.35 0.0312
O 3.10 -4.50 -1.34 -0.0486
O -3.18 -7.10 -0.59 -0.0762
H -6.29 4.69 1.59 0.0360
H 0.58 4.31 4.11 0.0525
H -0.44 -5.67 4.18 0.0456
O -3.08 -4.56 0.69 -0.0689
C 0.54 0.37 -0.79 -0.2454
H 0.42 -0.34 -4.71 0.0424
O 4.22 7.98 3.49 -0.0559
H -8.92 -2.29 -1.83 0.0551
O -0.98 3.87 -1.89 -0.0882
H -7.47 5.39 0.92 0.0515
H 4.60 -0.45 5.33 0.0440
O 1.22 4.39 3.39 -0.0574
H 4.01 7.13 3.09 -0.0262
H -0.36 -6.93 3.32 0.0572
H 1.90 -1.38 0.40 0.0619
H 4.36 -1.32 4.10 0.0095
H 7.10 5.75 -3.03 -0.0124
O -0.68 -8.03 -2.15 -0.0414
H 1.20 -5.23 7.05 0.0404
H 1.10 4.10 0.82 0.0547
H -2.77 -6.33 -0.18 -0.0134
H -7.05 -1.06 -2.55 -0.0021
O 0.27 5.99 -1.08 -0.2374
H 5.64 5.67 -0.39 -0.0301
C 0.06 2.34 0.14 -0.2299
O 0.16 -6.18 3.62 -0.0491
O 3.48 0.07 1.47 -0.0401
O 9.16 5.46 0.25 -0.0634
H -3.69 -2.89 -1.96 -0.0034
N -0.97 1.49 0.38 -0.0217
H -6.49 0.34 -2.74 0.0336
O -2.45 0.88 2.45 -0.2010
H -1.48 4.32 -2.59 0.1163
H 1.97 -0.13 -2.22 0.0835
C 0.11 3.77 0.54 -0.0993
H -6.82 2.62 -0.16 0.0158
P -2.47 1.69 1.25 0.3828
H 6.45 6.80 -1.01 0.0777
H 2.05 -5.30 2.75 0.0206
O 0.63 -5.35 6.28 -0.0638
H 1.15 5.32 3.12 0.0334
P -0.61 4.88 -0.72 0.4475
H 2.99 -5.21 -0.70 0.0201
H 2.83 2.91 0.93 0.0905
H 3.01 0.91 1.51 0.0220
C 3.16 2.99 -0.11 -0.2253
O 6.43 5.84 -0.92 -0.0531
O -1.76 -4.51 -4.87 -0.0548



42
Properties=species:S:1:pos:R:3:lowdin_charge:R:1 method="wB97M-V/def2-TZVPD" total_energy_ha=-990.4064 relative_energy_kcal_mol=79.2 lumo_energy_ha=0.0237 gap_ev=9.01 multiplicity=1 smiles="N[C@@H](Cc1c[nH]cn1)C(=O)O.CC(C)C[C@H](N)C(=O)O"
C -5.27 0.20 -0.30 -0.3010
N -5.65 -1.09 -0.27 0.0895
C 2.19 -1.63 0.10 -0.4459
H 3.81 2.39 2.03 0.0436
H 4.01 -1.34 1.15 0.1624
O -0.50 -0.29 0.49 0.0571
H -3.65 0.68 -1.68 0.1105
C -6.92 -1.13 0.04 -0.1824
H -2.12 -1.05 1.84 0.1007
H -3.59 1.54 -0.11 0.1300
H 3.64 0.05 -1.52 0.1075
C -6.38 0.99 0.00 -0.0643
C 3.68 -1.31 0.08 -0.2646
C 4.03 0.06 -0.52 -0.1233
H 4.29 -2.41 -1.55 0.0737
H 4.02 2.40 -1.70 0.0630
H -8.40 0.37 0.29 0.1580
O 1.31 -0.82 0.34 0.0722
N 4.35 -2.48 -0.58 0.0399
H 3.86 3.54 -0.33 0.0998
C -3.82 0.57 -0.60 -0.0868
H -0.24 0.73 -1.60 0.1432
N -7.40 0.13 0.22 0.0348
H 2.86 -3.33 -0.19 0.0834
C 4.26 2.54 -0.67 -0.0777
H 5.30 2.56 -0.55 0.0544
H -2.97 -1.44 -0.61 0.1600
H 2.54 1.50 0.06 0.1213
H -6.44 2.06 0.11 0.1092
H -7.51 -1.99 0.23 0.1013
H 5.32 -2.53 -0.31 0.0967
C 4.04 1.50 1.62 -0.0478
C -2.81 -0.49 -0.02 -0.3241
H 5.13 0.08 -0.62 0.1221
N -2.96 -0.59 1.41 0.0570
H 3.67 0.71 2.17 0.0583
O 1.95 -2.93 -0.11 0.1004
C 3.62 1.42 0.16 -0.3903
C -1.38 -0.07 -0.30 -0.4827
H -3.78 -1.11 1.64 0.0565
O -1.20 0.59 -1.45 0.1074
H 5.10 1.45 1.63 0.0769



14
Properties=species:S:1:pos:R:3:lowdin_charge:R:1 method="wB97M-V/def2-TZVPD" total_energy_ha=-270.4419 relative_energy_kcal_mol=72.8 lumo_energy_ha=0.0333 gap_ev=9.47 multiplicity=1
C -1.03 1.34 -0.58 0.0462
H 0.60 -0.56 1.67 0.1126
H -0.86 1.93 -1.48 0.0631
H 1.39 0.99 -1.59 0.0773
O -0.11 -2.28 0.12 -0.0062
H -0.56 -2.99 -0.36 0.1020
C -0.05 0.62 -0.02 -0.3942
H 2.05 1.05 0.06 0.0848
H -1.00 0.22 1.89 0.1040
H 1.66 -0.51 -0.67 0.0738
C 1.33 0.54 -0.59 -0.0658
C -1.06 -1.45 0.54 -0.0549
H -2.03 1.35 -0.16 0.0676
C -0.33 -0.27 1.18 -0.2103



33
Properties=species:S:1:pos:R:3:lowdin_charge:R:1 method="wB97M-V/def2-TZVPD" total_energy_ha=-958.6536 relative_energy_kcal_mol=129.8 lumo_energy_ha=-0.1978 charge=+1 gap_ev=5.49 multiplicity=1
H 3.55 2.93 -1.62 0.0842
H -3.67 1.34 -0.88 0.0691
H -1.26 -0.46 2.81 0.0803
H 4.41 -0.73 1.65 0.0866
H -3.98 -0.33 -0.98 0.1167
C -1.89 1.72 0.51 -0.4705
H 4.75 1.32 0.04 0.1536
C -1.49 -1.93 -0.61 -0.0120
H 1.85 2.84 -1.91 0.0867
S -1.92 3.22 0.82 1.0940
H -0.37 0.03 -0.99 0.1135
H -2.90 -0.14 0.82 0.1852
C 2.76 2.14 -1.76 -0.0755
H 0.32 0.14 3.07 0.0780
N 1.31 -0.25 0.69 -0.0949
H 0.10 -1.70 1.14 0.1253
H 2.04 -1.32 2.17 0.1063
C -3.16 0.41 -1.10 -0.0009
C 3.73 0.77 0.09 -0.0254
C 1.37 0.74 -0.21 0.0245
C 2.64 1.23 -0.54 -0.2995
H -2.18 -2.22 0.20 0.1005
H -0.69 1.02 2.09 0.0177
H -0.64 -2.51 -0.87 0.0744
C -2.17 0.39 0.16 -0.3654
H 2.92 1.71 -2.79 0.0920
H -2.58 0.51 -1.99 0.0927
C -0.45 0.04 2.37 0.0302
C 2.37 -0.72 1.40 -0.0109
C -0.01 -0.66 1.03 -0.2869
C -0.95 -0.49 -0.19 -0.2870
C 3.66 -0.24 1.11 0.0157
H -2.06 -1.75 -1.60 0.1016



Please write out number 6 again, unchanged.
42
Properties=species:S:1:pos:R:3:lowdin_charge:R:1 method="wB97M-V/def2-TZVPD" total_energy_ha=-990.4064 relative_energy_kcal_mol=79.2 lumo_energy_ha=0.0237 gap_ev=9.01 multiplicity=1 smiles="N[C@@H](Cc1c[nH]cn1)C(=O)O.CC(C)C[C@H](N)C(=O)O"
C -5.27 0.20 -0.30 -0.3010
N -5.65 -1.09 -0.27 0.0895
C 2.19 -1.63 0.10 -0.4459
H 3.81 2.39 2.03 0.0436
H 4.01 -1.34 1.15 0.1624
O -0.50 -0.29 0.49 0.0571
H -3.65 0.68 -1.68 0.1105
C -6.92 -1.13 0.04 -0.1824
H -2.12 -1.05 1.84 0.1007
H -3.59 1.54 -0.11 0.1300
H 3.64 0.05 -1.52 0.1075
C -6.38 0.99 0.00 -0.0643
C 3.68 -1.31 0.08 -0.2646
C 4.03 0.06 -0.52 -0.1233
H 4.29 -2.41 -1.55 0.0737
H 4.02 2.40 -1.70 0.0630
H -8.40 0.37 0.29 0.1580
O 1.31 -0.82 0.34 0.0722
N 4.35 -2.48 -0.58 0.0399
H 3.86 3.54 -0.33 0.0998
C -3.82 0.57 -0.60 -0.0868
H -0.24 0.73 -1.60 0.1432
N -7.40 0.13 0.22 0.0348
H 2.86 -3.33 -0.19 0.0834
C 4.26 2.54 -0.67 -0.0777
H 5.30 2.56 -0.55 0.0544
H -2.97 -1.44 -0.61 0.1600
H 2.54 1.50 0.06 0.1213
H -6.44 2.06 0.11 0.1092
H -7.51 -1.99 0.23 0.1013
H 5.32 -2.53 -0.31 0.0967
C 4.04 1.50 1.62 -0.0478
C -2.81 -0.49 -0.02 -0.3241
H 5.13 0.08 -0.62 0.1221
N -2.96 -0.59 1.41 0.0570
H 3.67 0.71 2.17 0.0583
O 1.95 -2.93 -0.11 0.1004
C 3.62 1.42 0.16 -0.3903
C -1.38 -0.07 -0.30 -0.4827
H -3.78 -1.11 1.64 0.0565
O -1.20 0.59 -1.45 0.1074
H 5.10 1.45 1.63 0.0769